A 7-piece molecular cluster, C34H84O6P overall. Source: the OMol25 dataset; level of theory: the ωB97M-V functional and the def2-TZVPD basis.

Computed properties:
E (a.u.): -2138.26401
Frontier orbital gap (Eh): 0.3198
Spin multiplicity: 1
F_max (eV/A): 0.9
Net charge: +1

Each line ends with the Mulliken charge.
CARTESIAN COORDINATES (ANGSTROEM)
P (-0.764, 1.172, -1.973)  0.1400
O (4.252, 2.555, -1.342)  -0.4351
O (-7.531, 0.243, -2.454)  -0.4685
O (9.772, 3.013, 0.926)  -0.3410
O (-2.457, -9.144, 0.852)  -0.4121
O (-5.067, -3.903, -1.257)  -0.3062
O (1.465, 3.483, 3.470)  -0.2115
C (6.676, 2.387, -0.896)  -1.0180
C (-1.815, 1.510, 1.518)  -1.4631
C (-0.137, 3.742, -3.051)  -1.0191
C (9.362, 4.006, 3.144)  -1.1110
C (-5.129, -0.056, -2.046)  0.1041
C (-6.388, 0.761, -1.815)  -0.4962
C (-4.154, 3.698, -0.648)  -1.1477
C (-6.092, -5.267, -3.037)  -1.0984
C (-4.838, -4.655, -2.438)  -0.2925
C (11.021, 3.645, 0.694)  -0.3879
C (3.900, 3.274, 3.781)  -1.1029
C (-1.603, 3.810, -3.521)  -0.9403
C (9.440, 2.760, 2.279)  -0.3225
C (1.110, 3.188, 4.814)  -0.3209
C (-4.804, -5.780, 0.317)  -0.8430
C (-8.239, -1.221, -0.596)  -1.0999
C (-0.046, 2.898, 0.510)  -0.7391
C (-7.916, -1.071, -2.072)  -0.1408
C (-2.678, -8.841, -1.582)  -1.0853
C (-0.367, 0.479, -0.349)  -0.8686
C (0.432, 2.347, -2.668)  -0.0334
C (3.595, 1.068, 0.503)  -0.7282
C (-2.391, -10.560, 0.835)  -0.3331
C (-1.959, -8.480, -0.292)  -0.3193
C (5.375, 3.138, -0.688)  -0.0494
C (1.046, 4.404, 5.720)  -1.1669
C (-2.554, 4.491, -2.509)  -1.1060
C (-0.442, 1.462, 0.837)  0.9114
C (12.217, 2.856, 1.199)  -1.0531
C (-5.641, -4.610, -0.168)  -0.3911
C (-3.842, 3.714, -2.166)  -0.2076
C (-0.983, -11.115, 0.706)  -1.0138
C (3.935, 1.232, -0.965)  -0.4630
C (2.729, 4.103, 3.284)  -0.4050
H (2.737, 5.098, 3.739)  0.3613
H (-0.269, 3.516, 1.373)  0.5409
H (3.903, 2.299, 3.291)  0.2137
H (-3.746, -8.638, -1.493)  0.2440
H (2.015, 4.892, 5.822)  0.2760
H (1.178, 2.500, -1.892)  -0.3422
H (11.021, 4.657, 1.111)  0.3226
H (-6.555, -5.993, -2.367)  0.2834
H (0.962, 1.932, -3.518)  0.6847
H (-4.681, 4.208, -2.644)  0.5769
H (10.322, 4.517, 3.217)  0.3256
H (10.134, 2.032, 2.714)  0.3191
H (9.051, 3.741, 4.155)  0.3808
H (-4.688, -6.546, -0.450)  -0.0138
H (-6.244, 1.761, -2.228)  0.2024
H (7.496, 2.914, -0.405)  0.3350
H (0.493, 4.102, -3.857)  0.5225
H (-5.739, -3.875, 0.632)  0.3098
H (3.858, 3.104, 4.857)  0.3834
H (-7.152, -1.797, -2.373)  0.1776
H (-0.516, -10.834, -0.239)  0.2590
H (-2.285, 0.531, 1.557)  0.4382
H (5.460, 4.140, -1.107)  0.3865
H (4.434, 1.307, 1.155)  0.4035
H (0.342, 5.138, 5.326)  0.3108
H (-4.407, -3.948, -3.148)  0.3417
H (12.199, 2.732, 2.283)  0.2687
H (-4.278, 0.426, -1.552)  -0.3612
H (13.140, 3.375, 0.942)  0.3851
H (12.237, 1.863, 0.749)  0.2977
H (-2.097, -7.416, -0.091)  0.2694
H (-2.819, -10.877, 1.786)  0.3301
H (-8.805, -1.288, -2.663)  0.3793
H (-2.016, 4.706, -1.590)  0.5545
H (0.004, 4.419, -2.214)  0.4119
H (-3.806, -5.442, 0.603)  0.2861
H (-2.855, 5.445, -2.928)  0.4403
H (-2.456, 2.222, 1.009)  0.1995
H (-0.880, -8.642, -0.393)  0.3386
H (-5.207, -1.071, -1.653)  0.1470
H (-3.039, -10.965, 0.050)  0.3042
H (2.764, 1.724, 0.777)  -0.0731
H (-4.920, -0.132, -3.116)  0.2560
H (-4.080, -5.425, -2.259)  0.3132
H (0.272, 1.106, 1.575)  0.2648
H (-0.652, 3.297, -0.308)  -0.2234
H (4.842, 3.779, 3.564)  0.3899
H (-6.830, -4.493, -3.252)  0.2492
H (-8.576, -2.237, -0.391)  0.4193
H (0.586, -0.040, -0.372)  0.4347
H (1.009, 3.030, 0.284)  -0.0186
H (-2.001, 2.844, -3.832)  0.6202
H (-2.561, -9.894, -1.837)  0.3627
H (-9.030, -0.528, -0.305)  0.3197
H (-6.574, 0.887, -0.741)  0.3233
H (-7.373, -1.026, 0.038)  0.2220
H (-4.949, 4.397, -0.417)  0.3590
H (-1.005, -12.203, 0.752)  0.3859
H (11.089, 3.752, -0.389)  0.3323
H (4.730, 0.541, -1.260)  0.3783
H (-4.474, 2.706, -0.339)  0.0647
H (-6.656, -4.939, -0.417)  0.3211
H (-2.279, -8.253, -2.410)  0.3840
H (-5.849, -5.782, -3.966)  0.4100
H (3.303, 0.035, 0.706)  0.4609
H (-0.352, -10.744, 1.515)  0.2887
H (6.640, 1.379, -0.481)  0.2718
H (0.718, 4.109, 6.717)  0.4048
H (-5.273, -6.248, 1.182)  0.4422
H (0.123, 2.728, 4.755)  0.2873
H (-1.122, -0.291, -0.185)  0.5430
H (3.051, 0.967, -1.554)  0.2388
H (8.639, 4.713, 2.732)  0.2817
H (-3.277, 3.997, -0.081)  0.4246
H (-1.666, 1.868, 2.531)  0.3042
H (-1.614, 4.422, -4.417)  0.4182
H (6.903, 2.302, -1.959)  0.2916
H (2.821, 4.252, 2.206)  0.2885
H (1.785, 2.431, 5.229)  0.3268
H (-2.067, 1.672, -1.926)  -0.0665
H (-3.832, 2.694, -2.549)  0.0395
H (-0.824, 0.086, -2.851)  0.2381
H (5.167, 3.262, 0.382)  -0.0025
H (8.462, 2.278, 2.248)  0.3151